## 1
Molecular formula: C6H12N2
Method: DFT, ωB97M-V with the def2-TZVPD basis set

HOMO energy, hartree: -0.3183
Molar mass, Da: 112.2
LUMO level, eV: 0.8668
Frontier orbital gap, eV: 9.527
SMILES: Cc1c[nH]cn1.CC

```
! wB97M-V def2-TZVPD RIJCOSX def2/J DEFGRID3
* xyz 0 1
C 2.24 -1.36 -1.07
C 2.07 -0.88 0.37
H 1.54 -0.86 -1.75
H 3.16 -0.99 -1.52
H 2.14 -2.44 -1.17
H 3.02 -0.47 0.72
H 1.83 -1.69 1.07
H 1.36 -0.08 0.51
C -1.70 2.30 1.33
C -1.38 0.83 -0.82
C -1.41 1.07 0.51
C -1.17 -1.05 0.27
N -1.18 -0.52 -0.98
N -1.33 -0.14 1.18
H -1.43 1.50 -1.66
H -1.29 -0.96 -1.88
H -2.75 2.54 1.16
H -1.13 3.17 0.99
H -1.14 -2.11 0.41
H -1.43 2.15 2.36
*
```

## 2
Molecular formula: C6H12N2
Method: DFT, ωB97M-V with the def2-TZVPD basis set

HOMO energy, hartree: -0.3159
Molar mass, Da: 112.2
LUMO level, eV: 0.8989
Frontier orbital gap, eV: 9.494
SMILES: Cc1c[nH]cn1.CC

```
! wB97M-V def2-TZVPD RIJCOSX def2/J DEFGRID3
* xyz 0 1
C 1.58 0.58 -1.38
C 0.41 1.12 -2.20
H 1.31 -0.39 -0.97
H 2.47 0.65 -1.99
H 1.60 1.28 -0.54
H -0.56 0.64 -2.02
H 0.30 2.20 -2.16
H 0.37 0.86 -3.27
C -1.15 1.24 0.89
C -1.36 -1.28 1.01
C -0.63 -0.13 1.20
C 0.67 -1.73 1.77
N -0.52 -2.29 1.38
N 0.60 -0.42 1.68
H -2.35 -1.50 0.66
H -0.64 -3.28 1.59
H -0.27 1.88 0.76
H -1.67 1.76 1.70
H 1.53 -2.35 1.94
H -1.69 1.18 -0.05
*
```

## 3
Molecular formula: C6H12N2
Method: DFT, ωB97M-V with the def2-TZVPD basis set

HOMO energy, hartree: -0.3410
Molar mass, Da: 112.2
LUMO level, eV: 0.9177
Frontier orbital gap, eV: 10.198
SMILES: [H]/N=C(C)\C(=N\[H])C(C)C

```
! wB97M-V def2-TZVPD RIJCOSX def2/J DEFGRID3
* xyz 0 1
C -0.29 -0.66 -0.86
C 0.70 0.47 2.37
C -0.39 0.30 -2.04
C 1.11 -1.21 -0.68
C -0.93 -0.12 0.35
C 0.06 0.96 1.11
N -2.09 -0.30 0.83
N 0.15 2.19 0.74
H -1.00 -1.60 -1.11
H -2.64 -0.96 0.27
H -0.42 2.37 -0.10
H -0.07 0.17 3.08
H 1.34 -0.40 2.15
H 1.32 1.25 2.82
H -0.17 -0.23 -2.97
H -1.40 0.72 -2.12
H 1.16 -1.88 0.19
H 1.41 -1.78 -1.56
H 1.84 -0.41 -0.53
H 0.32 1.13 -1.94
*
```

Quick ranking, most stable first: 1, 2, 3.